# 1
Here is a 6-piece molecular cluster, C35H65FO20 overall at a distorted geometry from the Open Molecules 2025 dataset. Energies are from ωB97M-V with the def2-TZVPD basis set.

Geometry as XYZ:
```
121
Properties=species:S:1:pos:R:3:forces:R:3:lowdin_charge:R:1
H 3.498159 -3.649587 -1.688257 0.1 -0.3 0.1 0.11
C 0.933165 0.136386 -1.534223 0.3 0.8 0.3 -0.07
C 0.619972 -3.130420 6.506793 -0.1 0.1 -0.1 -0.62
O -0.966577 -3.013264 -2.145205 -0.5 -0.4 -0.3 0.19
C -1.359522 1.187677 -0.937161 0.3 -0.5 0.0 -0.19
H 6.662719 -8.137740 -0.368529 0.0 0.0 -0.1 0.07
O 1.267752 -5.013192 1.885545 0.2 -0.5 0.6 -0.05
C -4.294291 5.538308 -2.407313 0.3 0.1 0.2 -0.20
H 5.077923 4.846014 -1.144195 0.0 0.0 -0.1 0.10
H 0.962465 -6.517773 6.251152 0.0 0.0 -0.1 0.08
H -1.356865 1.051085 0.142418 -0.1 0.2 0.1 0.12
H 4.277364 1.684789 2.799980 0.1 0.1 0.0 0.07
O 4.207315 -7.695198 -1.125717 0.0 0.1 0.0 0.12
H 0.763431 -0.381899 -2.475031 -0.1 -0.3 0.1 0.14
C 1.684348 0.758154 1.221329 0.1 0.3 0.4 -0.17
O 5.350965 1.587838 -3.126665 0.0 -0.1 0.0 0.03
H -9.393760 6.361026 -0.935091 -0.2 -0.1 0.0 0.09
H -0.258417 -5.371807 4.401658 -0.1 0.1 0.1 0.12
H 6.834663 4.554463 -1.178174 0.0 0.0 -0.1 0.10
H -9.127954 4.880347 -2.650798 0.0 0.1 0.0 0.10
H 2.836566 -0.812731 2.170438 -0.2 -0.1 -0.1 0.08
C 0.823028 -0.823123 -0.355367 -0.4 -0.6 -0.1 -0.40
C 5.497624 2.853743 -2.740882 -0.2 0.0 0.0 -0.62
O -7.469516 5.270518 -3.825757 0.0 0.0 0.0 0.01
C 0.208462 -4.834491 0.943365 0.9 0.2 -0.4 -0.06
C 1.965820 -7.791760 0.250997 -0.3 0.1 0.1 -0.05
F -2.145510 2.284531 -1.274533 0.1 0.1 0.1 -0.06
O -5.379202 5.265494 -3.312761 0.0 0.0 0.0 0.05
O -0.123330 -2.521137 7.433959 0.0 0.0 0.1 0.00
C 6.893404 -9.182090 -0.571497 -0.1 0.1 0.2 -0.07
H 5.872759 4.029108 0.221833 0.0 -0.1 0.0 0.09
H 5.634167 -3.384519 -2.625566 0.2 0.0 0.1 0.07
H 2.198481 1.157190 0.348289 -0.1 -0.2 -0.2 0.11
H 1.728478 -7.328695 -0.705982 0.1 0.0 0.0 0.10
O 4.553584 -9.890187 -0.704673 0.0 0.0 0.1 0.04
C 0.044845 1.393447 -1.472921 -0.2 -0.1 -0.3 -0.13
H 6.832877 2.572352 -5.239748 -0.1 0.0 0.0 0.07
C 0.543370 -4.866300 4.935462 0.1 -0.2 -0.2 -0.21
H -3.363218 4.740264 -0.646615 0.1 0.0 0.0 0.08
C 3.881402 -8.744410 -0.631640 -0.1 -0.1 -0.1 -0.61
H 4.900806 0.190286 2.125250 0.1 0.0 0.1 0.07
H 1.143965 1.595260 1.664634 -0.1 0.0 -0.1 0.14
H -13.472776 10.122394 0.344011 0.1 0.0 0.0 0.09
O -10.903675 7.314605 0.018328 0.0 -0.1 -0.1 0.04
H 4.819358 0.356995 -4.630515 0.0 0.0 0.2 0.11
C 0.560126 -1.495891 8.156716 0.0 0.1 0.1 -0.04
C -11.466824 8.492084 0.265109 -0.1 -0.1 -0.2 -0.62
O -0.117869 -4.080562 5.946009 0.0 -0.1 0.1 0.04
H 3.659892 -1.087351 -0.085307 0.1 0.2 0.0 0.13
C -4.243228 4.553926 -1.260161 -0.3 0.0 0.0 -0.07
C 1.488422 -5.883440 5.535958 0.0 0.1 0.2 -0.06
O 1.148167 -2.816596 -1.444268 0.3 0.1 -0.4 0.11
H 7.236671 0.890542 -4.896282 0.0 -0.1 0.0 0.08
H 1.045002 -2.468549 1.577853 0.1 0.2 0.1 0.13
O 2.765327 -8.960425 0.063117 0.0 0.0 0.0 0.02
H 2.173862 -4.830686 -0.041657 0.1 -0.1 0.3 0.14
H -8.697516 8.736657 0.837377 0.0 0.0 -0.1 0.08
H -8.968831 6.568358 -3.208990 0.0 0.0 0.0 0.08
H -12.841905 9.977016 2.003040 0.0 0.0 0.0 0.10
H -8.586060 7.042612 1.305735 0.0 -0.1 -0.1 0.09
H -7.549180 7.674391 0.013361 0.0 -0.1 0.0 0.06
H 4.472722 -3.313693 -0.215708 0.0 -0.4 -0.1 0.11
H -0.541107 -4.124105 1.261070 -0.3 -0.2 -0.1 0.12
C 2.715620 0.263092 2.234333 0.5 0.1 0.0 -0.19
H 0.987874 -0.760936 7.478514 0.0 0.0 0.0 0.09
C -13.361268 9.458863 1.198497 -0.1 0.0 0.0 -0.04
H 6.057695 -10.867061 -1.610992 -0.1 0.0 0.0 0.12
H -0.186183 -1.023463 8.788387 -0.1 -0.1 0.0 0.09
H 0.545520 2.199284 -0.937233 0.0 0.0 0.2 0.11
H 6.997892 -9.697511 0.383998 0.0 -0.1 0.0 0.08
C 5.872183 4.161366 -0.856038 0.0 0.1 0.1 -0.04
C 1.810136 -2.025592 -0.438746 0.2 -0.1 0.9 -0.31
C 6.468413 1.548823 -5.303840 0.1 0.1 0.1 -0.06
H -0.071040 1.748988 -2.498029 0.1 0.1 0.0 0.12
C 1.574793 -4.321020 0.714079 -0.6 1.3 -0.8 -0.29
H 1.045281 -8.114838 0.729103 0.1 -0.2 0.0 0.10
H 3.203902 -1.106233 -1.793060 -0.1 0.1 0.0 0.11
O 5.654500 2.862263 -1.415315 0.0 0.0 0.0 -0.01
H -1.807075 0.293517 -1.369117 -0.1 0.1 -0.1 0.12
H 1.051493 -4.212390 4.232017 0.0 0.1 0.1 0.11
H 6.315818 1.303768 -6.354644 0.0 0.0 0.0 0.08
C 1.814506 -2.816693 0.895169 0.2 -1.1 -0.2 -0.02
C -8.540025 7.727787 0.457673 -0.1 0.2 0.2 -0.06
H 1.344845 -1.927498 8.775970 0.1 0.0 0.0 0.10
O 0.689843 -0.207761 0.874386 0.3 0.0 0.0 -0.02
C 5.173174 1.382374 -4.538517 0.1 -0.1 -0.4 -0.21
C -0.162070 -2.514653 -1.439314 0.2 -0.2 0.4 -0.58
H -9.579173 8.044635 -1.417087 -0.1 0.1 0.1 0.12
H -3.397933 5.450689 -3.017796 -0.1 0.0 -0.1 0.12
H 2.368306 0.474961 3.242648 -0.1 -0.2 0.1 0.11
H 7.845088 -9.227124 -1.100812 0.0 0.0 0.0 0.08
H -14.338687 9.134494 1.543021 0.0 -0.1 0.0 0.09
H 4.394399 2.043956 -4.917264 0.0 0.1 0.1 0.13
O -6.836472 6.190831 -1.855690 -0.1 0.0 -0.1 0.12
C 4.099535 0.920830 2.046055 -0.2 0.1 0.1 -0.09
H -0.031228 -5.719852 0.370385 -0.5 -0.1 0.2 0.11
O 5.467973 3.823901 -3.449924 0.0 0.0 0.0 0.13
O -0.414871 -1.575793 -0.506664 0.0 0.6 -0.1 0.13
H 1.905720 -6.509349 4.747467 0.0 0.0 0.0 0.08
H 1.964361 0.486174 -1.572501 0.0 0.0 -0.2 0.11
H -4.364282 6.568470 -2.057870 -0.1 0.0 0.0 0.12
O -11.011157 9.574265 0.001120 0.0 0.1 0.0 0.12
C 5.806970 -9.828931 -1.403197 0.3 0.0 -0.2 -0.21
C 4.116268 -2.923527 -1.165755 -0.5 1.0 0.0 -0.21
H 6.116963 -2.097665 -1.514713 0.0 0.0 0.1 0.08
O 1.752777 -2.838172 6.220280 0.1 0.0 0.0 0.12
H 5.669073 -9.317036 -2.355313 -0.1 0.1 0.1 0.12
C 5.278802 -2.521049 -2.064392 0.2 -0.3 -0.2 -0.09
H 2.309390 -5.395849 6.059467 0.0 0.0 -0.1 0.08
H -5.127061 4.641465 -0.629208 0.0 0.1 0.0 0.08
H -9.430473 5.290314 -4.349979 0.1 0.0 -0.1 0.10
C 3.218182 -1.693800 -0.877100 0.2 -0.4 -0.3 -0.10
C -8.830187 5.525216 -3.476240 -0.1 0.0 -0.1 -0.04
H 4.196216 1.404184 1.073407 0.0 0.0 -0.1 0.06
H 2.467276 -7.076689 0.899668 0.1 0.0 0.0 0.09
C -6.584177 5.629906 -2.894574 0.1 0.0 0.0 -0.60
H -4.196857 3.534763 -1.635330 0.1 0.0 0.0 0.07
H 4.976150 -1.783783 -2.807235 -0.1 0.1 0.0 0.06
O -12.654728 8.271556 0.834545 0.0 0.0 0.1 0.00
H 2.794573 -2.733904 1.367759 -0.1 0.3 0.1 0.12
C -9.588855 7.361198 -0.568057 0.4 0.1 0.1 -0.21
```
Forces are in eV/Å.

Energy: -2977.3160 hartree
E_HOMO: -10.407 eV
SMILES: CCCO[C@]1(CCCF)OC(=O)O[C@]1(CCC)C[C@@H]1CO1.CCOC(=O)OC.CCOC(=O)OC.CCOC(=O)OC.CCOC(=O)OC.CCOC(=O)OC
Orbital gap: 10.77 eV
Spin multiplicity: 1
Charge: 0

=====

# 2
Here is a 3-piece molecular cluster, C35H66ClN2O6PSSi overall at a distorted geometry from the Open Molecules 2025 dataset. Energies are from ωB97M-V with the def2-TZVPD basis set.

Geometry as XYZ:
```
113
Properties=species:S:1:pos:R:3:forces:R:3:lowdin_charge:R:1
C -1.313200 -1.894624 4.370790 -0.2 -0.7 0.0 -0.09
H 8.385046 -0.871719 -2.603039 -0.1 0.0 -0.1 0.09
O -3.249509 -0.714376 3.500529 -0.4 -1.4 -1.1 -0.31
C 4.725191 1.248205 -0.951988 -0.2 0.5 -0.3 -0.19
H 8.681942 -1.395719 -5.087323 0.0 0.1 -0.1 0.09
H -5.158005 2.046255 -3.662375 -0.1 0.0 0.0 0.13
H -0.308171 -1.530257 4.734481 -0.9 -0.4 -0.6 0.12
C -4.135413 -1.799328 3.239031 0.2 -0.1 -0.4 -0.56
O -3.297587 1.825473 -4.433541 -0.1 -0.3 -0.3 0.00
C 7.452125 -1.434745 -2.607924 -0.2 -0.2 0.0 -0.04
H -4.463201 -1.781618 2.145767 -0.1 0.1 1.5 0.10
H 1.255539 0.460342 0.290058 0.9 0.7 0.6 0.00
H -2.703848 5.273964 2.155335 0.3 -1.4 0.6 0.07
H -5.318244 1.144023 3.442460 0.1 0.1 -1.6 0.05
Cl -5.552289 -1.639862 4.393637 0.9 -0.1 -1.0 0.56
H -2.022521 -1.781089 5.257371 0.8 -0.1 -1.3 0.13
O -0.944130 1.004865 1.831852 0.0 -0.1 0.5 -0.18
C 5.086659 -2.044155 1.825794 0.8 1.1 2.4 -0.08
O 5.109534 -2.753679 -3.291264 0.3 0.0 0.0 0.00
C 2.166249 0.971672 0.729485 -0.5 -0.3 -0.5 -0.18
H 2.217671 -4.019655 -1.819484 -0.8 0.5 0.9 0.11
C -5.536169 1.275100 2.331782 -1.2 0.3 0.3 -0.18
H -0.042593 0.078389 3.393736 -1.3 0.8 -0.6 0.13
C -1.041029 -2.667874 -1.000879 0.8 0.7 0.2 -0.18
C -1.670610 3.515761 -0.940175 -0.2 0.6 -1.9 -0.39
O -0.417071 -3.800529 3.086064 -1.7 0.6 1.8 0.02
C -6.359845 -0.061969 -4.511070 0.2 -0.1 -0.1 -0.06
H 5.172885 2.043389 -0.272859 -0.3 -1.1 -0.8 0.04
H 0.516394 -2.226704 -2.601220 -0.4 -0.9 1.1 0.11
C 7.682344 -0.955385 -5.049600 0.0 0.0 0.3 -0.06
H -0.595939 -1.136703 0.553617 -0.5 0.3 -1.1 0.08
Si 3.686106 -0.015342 0.063623 0.0 -0.1 0.3 0.58
C -2.865406 0.528779 0.260796 -0.1 0.0 -0.7 -0.13
H -3.925702 3.032128 -0.986517 1.1 0.3 -0.5 0.04
H 4.955293 -2.832503 1.027025 0.1 1.2 0.9 0.08
H 7.181816 -1.124914 -6.003299 0.0 0.0 0.1 0.08
C -1.139195 -3.429844 4.010841 1.0 0.5 -0.7 -0.23
C 5.970043 -1.457876 4.169819 -0.8 0.6 -1.7 -0.10
H -3.780373 1.022036 -0.216435 1.3 -0.4 0.8 0.10
H -3.693669 -2.823218 3.424062 -0.3 1.2 0.1 0.09
H -3.002527 1.690933 4.379140 0.9 -0.6 -0.4 -0.12
C 1.469707 -3.613648 -1.066531 -0.1 0.2 -0.3 -0.20
H 7.766125 0.120390 -4.876231 0.1 0.0 -0.2 0.09
C -1.021376 2.432230 -0.026713 0.4 0.4 1.4 -0.11
O -1.743509 4.859827 -0.361718 -0.1 -0.7 0.2 -0.10
H -5.379699 2.699902 0.668556 0.8 0.0 1.2 0.06
C -4.934836 2.613212 1.721428 -1.7 -0.5 0.3 -0.42
C -2.438913 4.302737 2.695660 -0.2 1.7 1.0 -0.42
C 5.777762 -2.498010 3.103822 -1.3 3.9 -0.4 -0.07
H -0.933148 3.670751 -1.807888 -0.8 -0.5 1.1 0.15
C 2.227557 -2.548772 -0.165157 0.7 -0.2 0.2 -0.25
H -4.716830 -1.430424 -5.893869 0.0 0.1 0.1 0.09
H -6.676208 1.377831 2.275374 1.4 -0.2 0.0 0.08
C -4.150433 -0.558773 -5.566989 0.2 0.2 0.1 -0.04
H 5.693390 0.777224 4.777773 0.0 -1.3 -0.7 0.09
H -5.433550 3.465990 2.299313 1.0 -0.9 -0.7 0.09
H 6.111377 -3.556185 3.267119 -0.4 1.3 -0.3 0.09
C 4.855637 0.400102 2.725900 1.1 -3.4 0.5 -0.08
H 5.476252 -2.265521 -5.222814 0.1 0.0 0.0 0.13
N -4.982530 0.313613 -4.759435 0.0 0.5 0.3 -0.20
C 3.155772 -1.539133 -0.999519 -0.1 -0.2 0.3 -0.25
H 2.151451 2.039409 0.339242 0.0 -1.2 0.8 0.05
H 5.515412 0.766798 -1.601825 -0.8 0.7 0.8 0.01
C 5.776927 -2.230143 -4.163024 0.3 0.2 0.0 -0.33
H -0.279822 2.973458 0.657536 -1.0 -0.6 -1.0 0.12
H -0.366501 1.735975 -0.636742 -1.0 0.7 0.6 0.11
C -1.095445 0.389910 3.058732 -0.3 -2.0 1.1 -0.54
H 4.099765 -2.057450 -1.409257 -1.7 0.7 0.4 0.06
H -0.384007 3.343898 2.824522 -0.4 1.4 0.0 0.04
P -3.116873 2.873646 1.754050 0.2 0.1 -0.2 1.01
H -0.366920 5.190172 2.413255 -0.6 -1.2 0.3 0.08
H -6.885775 -0.147837 -5.465204 -0.1 0.0 0.1 0.09
H -1.792900 0.482547 -1.745236 -0.6 -0.8 1.2 0.10
H 2.877946 -3.151944 0.554246 -0.8 0.9 -0.9 0.09
C -1.956867 1.618950 1.033538 -0.5 0.2 -2.3 -0.50
H -6.381416 -1.026178 -3.996879 -0.2 0.0 0.0 0.09
H -2.017308 -2.825644 -1.567262 1.3 0.2 0.7 0.10
H -1.058277 -3.291786 -0.055460 -0.1 0.4 -1.2 0.10
H 0.016177 -0.730532 -1.101798 -1.1 -0.4 0.9 0.09
H 2.527103 -1.115995 -1.846245 0.9 -0.6 0.6 0.08
N 6.939152 -1.556018 -3.960375 -0.4 -0.2 -0.3 -0.20
H 1.551443 -1.924160 0.497198 0.4 -0.9 -0.8 0.09
H -1.681443 -4.181035 4.688030 0.5 0.7 -0.8 0.13
C -0.888691 -1.136377 -0.532971 0.3 -0.4 -0.8 -0.19
H -2.603286 5.261388 -0.583477 0.5 -0.6 0.1 0.08
C -3.039510 3.196083 -1.662122 0.4 -0.4 -0.7 -0.07
H -6.861791 0.683023 -3.893040 0.1 0.0 0.0 0.08
C -1.887964 -1.029817 3.130880 0.5 0.4 1.3 -0.29
H 7.623004 -2.432636 -2.197743 0.0 0.1 0.1 0.10
H 1.142157 -4.511487 -0.440944 0.3 1.3 -0.7 0.11
H 4.511834 1.463917 2.536573 0.5 -1.5 0.5 0.09
H 6.456162 -1.749932 5.150662 -0.6 0.4 -1.4 0.09
C -0.872999 4.354648 2.977264 0.0 -0.3 0.8 -0.17
H 2.067186 0.901055 1.852142 0.1 0.3 -1.2 0.04
H -0.730526 4.585875 4.085831 -0.2 -0.3 -1.4 0.07
C -2.135259 -0.231357 -0.922959 0.0 -0.1 -0.2 -0.17
H -0.103034 -3.924594 -2.576544 0.5 1.0 0.9 0.10
H -2.906508 2.282094 -2.340804 -0.2 1.4 1.1 0.06
H 6.712838 -0.925325 -1.987054 0.2 -0.1 0.1 0.06
S -1.674106 1.364673 4.548786 0.2 0.4 0.0 0.79
H -3.790417 -0.006717 -6.437892 0.1 -0.2 0.0 0.09
H -5.297216 0.340731 1.739078 0.0 1.2 0.8 0.05
C 5.544734 -0.024008 4.002397 -1.0 -1.4 -2.9 -0.08
H 3.998918 1.807112 -1.632592 0.9 -0.7 0.7 0.04
C 4.614029 -0.636301 1.636878 1.5 -0.5 2.3 -0.23
H -2.925916 -0.885310 -1.429724 1.0 0.8 0.7 0.11
H -3.288776 -0.880238 -4.977426 0.0 -0.1 -0.2 0.09
H -1.824772 -1.619257 2.169975 0.0 0.7 0.9 0.14
H -3.262301 4.071145 -2.360944 0.2 -1.1 0.8 0.10
C 0.222705 -3.069413 -1.888288 -0.5 -1.1 -0.4 -0.22
H -3.298625 -0.252901 0.949569 0.7 1.0 -0.4 0.09
C -4.443705 1.456450 -4.260785 -0.1 -0.3 -0.2 -0.35
H -2.961133 4.380458 3.708046 0.5 -0.3 -1.2 0.07
```
Forces are in eV/Å.

Energy: -3423.1068 hartree
E_HOMO: -6.357 eV
SMILES: CCP(CC)[C@@](CCCCCCCC[Si](C)(C)c1ccccc1)(C[C@@H](C)O)O[C@@H](S)[C@@H](CC=O)OCCl.CN(C)C=O.CN(C)C=O
Orbital gap: 6.77 eV
Spin multiplicity: 1
Charge: 0

=====

> Which value of spin multiplicity does entry 2 give?

1